92
Properties=species:S:1:pos:R:3:forces:R:3 method="wB97M-V/def2-TZVPD" largest_force_ev_per_a=0.19 total_charge=-1 de_lowest_kcal_mol=4.0 homo_lumo_gap_ev=7.07 homo_energy_ev=-5.151 lumo_energy_ev=1.9169
Na 0.342643 -0.601565 -0.377687 0.058 -0.036 -0.063
N 5.012786 -1.362469 -2.715113 0.081 0.028 -0.015
C 3.729140 -1.161958 -2.304444 -0.188 0.025 -0.005
S 3.473358 -0.883172 -0.626680 0.016 0.015 -0.067
N 2.851422 -1.174164 -3.298948 0.034 -0.020 0.058
N 1.551526 -1.122571 -2.893929 0.083 -0.017 0.002
C 0.701639 -1.039856 -3.842184 -0.077 -0.039 0.112
C -0.742857 -1.072377 -3.569333 -0.042 -0.018 -0.005
C -1.643481 -0.808914 -4.603084 0.034 -0.013 0.080
C -3.001625 -0.859902 -4.340925 -0.005 0.010 0.013
C -3.424751 -1.187660 -3.063436 0.004 -0.009 -0.013
C -2.458706 -1.445733 -2.099755 -0.004 0.031 0.001
N -1.153970 -1.385708 -2.332518 0.100 0.055 -0.109
H 5.750295 -1.212957 -2.053560 0.019 -0.022 -0.013
H 5.198362 -1.436786 -3.700255 -0.003 -0.005 0.003
H 1.028853 -0.976749 -4.881621 0.009 -0.010 -0.016
H -1.270427 -0.562838 -5.589324 0.003 0.001 0.000
H -3.719417 -0.645729 -5.123291 -0.003 -0.003 -0.003
H -4.473586 -1.234782 -2.804046 0.003 -0.003 -0.004
H -2.742900 -1.713526 -1.089746 0.020 0.004 -0.003
O -1.564407 0.664195 0.134460 -0.148 -0.033 -0.012
C -2.481299 0.302098 1.161746 0.006 -0.087 -0.024
C -2.324551 -1.256490 1.341258 -0.001 0.083 0.003
O -3.271501 -1.855638 1.870503 0.106 0.013 0.054
O -1.223196 -1.721882 0.958895 -0.154 -0.025 -0.051
C -2.089670 0.943450 2.490449 -0.001 -0.024 0.010
C -2.814712 0.640753 3.642631 0.031 0.001 0.023
C -2.460486 1.202362 4.858645 -0.001 0.003 -0.013
C -1.385867 2.081700 4.940843 -0.011 0.004 0.017
C -0.668334 2.391294 3.797090 0.007 0.007 -0.028
C -1.015999 1.821102 2.577029 -0.044 0.016 0.037
C -3.877224 0.762762 0.738114 0.033 0.091 -0.003
C -4.139895 2.133171 0.763806 -0.009 -0.001 0.005
C -5.335401 2.647680 0.286934 -0.028 -0.034 -0.014
C -6.303569 1.790166 -0.219160 0.022 0.049 0.008
C -6.058724 0.425930 -0.236593 0.008 -0.054 0.005
C -4.857056 -0.087062 0.237140 0.001 0.001 -0.001
H -1.622814 1.603564 -0.073407 0.014 -0.001 0.029
H -3.638719 -0.059162 3.573608 0.012 0.008 -0.010
H -3.024069 0.951331 5.749453 0.003 0.001 -0.007
H -1.110293 2.518939 5.893103 0.000 -0.005 -0.007
H 0.175296 3.069803 3.848060 -0.007 -0.005 0.000
H -0.433593 2.045341 1.693178 0.038 0.002 -0.008
H -3.398876 2.810373 1.177091 -0.001 -0.018 -0.005
H -5.513419 3.715831 0.318170 -0.001 -0.007 0.000
H -7.243405 2.183067 -0.587616 0.004 -0.002 0.001
H -6.813559 -0.253273 -0.615946 0.007 0.005 0.003
H -4.686924 -1.153766 0.255825 -0.011 -0.002 -0.006
C -0.311279 -4.310730 2.840229 0.035 -0.042 -0.016
N 0.651605 -4.120689 1.785828 -0.012 -0.040 -0.041
C 0.272590 -4.331701 0.393668 -0.002 -0.008 0.038
C 1.540033 -3.913969 -0.349374 0.045 -0.001 -0.017
N 2.557376 -4.036411 0.696884 -0.049 0.005 -0.183
C 1.983368 -4.030893 1.932822 0.038 0.006 0.095
S 2.842156 -3.948045 3.372375 -0.095 0.044 -0.037
H -1.200225 -3.721570 2.608378 -0.013 -0.007 0.023
H 0.132057 -3.988170 3.779459 0.004 0.026 0.002
H -0.583265 -5.368986 2.935226 -0.017 0.021 -0.016
H -0.597804 -3.724112 0.152492 0.023 -0.013 -0.010
H 0.042780 -5.392447 0.230862 0.000 -0.011 0.016
H 1.496186 -2.892336 -0.732516 -0.019 0.005 0.049
H 1.759774 -4.569859 -1.191457 0.015 -0.008 0.011
H 3.414158 -3.510994 0.595229 0.002 -0.015 0.032
N 4.487543 2.953325 3.728582 -0.014 -0.020 0.012
C 3.725521 2.105434 3.575327 0.050 0.065 -0.017
C 2.763442 1.057905 3.388077 -0.006 -0.011 0.050
C 2.269427 0.337872 4.476300 -0.023 -0.022 -0.077
C 1.336070 -0.645156 4.233067 0.035 0.042 0.010
C 0.920266 -0.862838 2.924867 -0.044 -0.012 0.004
N 1.392557 -0.183063 1.881772 0.081 0.064 0.057
C 2.306568 0.754526 2.110496 -0.065 -0.064 0.002
H 2.620701 0.552712 5.476570 0.004 0.004 0.005
H 0.932690 -1.247545 5.033941 -0.009 -0.003 -0.007
H 0.163453 -1.599996 2.688459 0.024 -0.009 0.017
H 2.689525 1.290476 1.250025 0.005 -0.014 0.012
O 2.135647 3.325361 -0.408460 0.020 0.063 0.042
C 1.590076 2.436302 -1.228658 -0.034 -0.091 -0.057
O 0.501171 1.948873 -1.030418 0.044 0.113 0.006
C 2.457920 2.050924 -2.415462 -0.005 -0.024 -0.025
N 3.728506 2.799172 -2.383790 -0.038 0.029 -0.008
C 3.861941 3.563369 -3.637332 0.012 -0.009 0.012
C 2.423426 3.729601 -4.115169 -0.016 -0.010 0.008
C 1.804034 2.377017 -3.761317 0.028 0.021 0.037
H 2.622547 0.983773 -2.300213 -0.015 -0.011 0.000
H 4.504092 2.169980 -2.227259 0.012 -0.010 0.018
H 3.016643 3.512089 -0.821196 -0.010 0.004 -0.002
H 4.441054 3.008061 -4.383205 -0.004 -0.011 -0.002
H 4.363407 4.515574 -3.458598 0.005 -0.005 0.002
H 2.362211 3.972772 -5.175525 -0.002 0.000 0.004
H 1.934484 4.530446 -3.553382 0.000 -0.006 -0.007
H 2.101899 1.617751 -4.487658 0.000 -0.005 0.004
H 0.717631 2.377968 -3.695377 -0.011 0.013 -0.003

***

85
Properties=species:S:1:pos:R:3:forces:R:3 method="wB97M-V/def2-TZVPD" largest_force_ev_per_a=0.70 s2=3.77 total_charge=-2 de_lowest_kcal_mol=0.0 homo_lumo_gap_ev="3.96 / 5.09" spin_multiplicity=4 homo_energy_ev="0.063 / -1.067" lumo_energy_ev="4.0249 / 4.0248"
V -0.068714 -0.653576 0.429631 -0.681 -0.155 0.028
O -0.183944 3.336347 1.098267 -0.045 -0.037 0.006
C -0.168553 2.104147 0.998300 -0.008 -0.020 -0.130
O 0.164571 1.450695 -0.051125 0.244 -0.103 0.246
C -0.737570 1.293501 2.204326 0.032 0.022 0.034
C -2.176343 0.884798 1.839049 0.052 -0.022 -0.061
C -2.759131 -0.012306 2.915931 0.007 -0.011 -0.002
C -2.062294 -1.385524 2.923106 -0.004 0.027 0.000
C -0.616753 -1.279298 2.444783 0.064 0.033 -0.136
O -2.196252 0.167039 0.577868 0.053 -0.083 0.012
C 0.028586 0.058422 2.852648 0.105 0.070 0.074
C 1.537197 -0.005646 2.503809 -0.055 0.075 -0.034
O 2.362557 0.514204 3.261320 0.078 -0.148 -0.025
O 1.808253 -0.646388 1.418779 -0.007 0.303 -0.006
H -0.840290 2.044937 2.986876 -0.009 0.008 0.011
H -2.760562 1.805109 1.726548 -0.006 -0.008 -0.003
H -3.842085 -0.112058 2.787930 0.007 0.000 -0.025
H -2.595934 0.502138 3.869466 -0.011 -0.001 0.008
H -2.623295 -2.063831 2.269953 0.005 -0.004 0.004
H -2.158069 -1.799760 3.943634 0.008 0.020 0.000
H -0.009482 -2.099330 2.839308 -0.015 -0.020 0.026
H 0.005009 0.269667 3.931761 -0.009 -0.038 0.003
C -2.650852 2.135325 -1.515748 0.062 0.043 -0.014
Si -3.212469 0.566776 -0.671646 0.035 0.018 -0.035
C -4.891615 0.892428 0.128358 -0.012 0.004 0.044
C -3.468649 -0.820862 -1.918915 -0.104 -0.017 0.006
C -4.643111 -0.639239 -2.672466 0.002 -0.033 0.012
C -5.066946 -1.558370 -3.617979 0.010 0.027 0.016
C -4.312003 -2.705977 -3.818310 0.004 -0.011 -0.004
C -3.139409 -2.881288 -3.102594 0.014 0.005 0.011
C -2.665703 -1.954359 -2.160479 0.037 -0.001 -0.051
Si -0.860558 -2.237264 -1.451029 0.097 0.106 -0.003
C -0.893653 -4.118688 -1.071029 0.011 -0.030 0.017
C 0.051950 -2.235193 -3.152461 -0.028 -0.032 -0.007
H -3.499258 2.687117 -1.933277 0.007 -0.036 -0.022
H -1.953726 1.900671 -2.322278 0.018 0.005 0.025
H -2.118215 2.781192 -0.812135 -0.028 0.016 -0.007
H -5.650862 1.169678 -0.605080 0.005 0.011 0.008
H -4.824243 1.704197 0.857157 -0.008 -0.007 -0.004
H -5.234850 -0.004804 0.649734 -0.010 0.012 -0.014
H -5.250801 0.247877 -2.519840 -0.007 -0.005 0.005
H -5.976324 -1.384602 -4.183430 -0.001 0.002 0.003
H -4.628974 -3.451717 -4.541233 0.002 0.002 0.003
H -2.546713 -3.770627 -3.293866 -0.005 0.013 0.001
H -1.073988 -4.746978 -1.953510 -0.009 0.008 0.028
H -1.652654 -4.351946 -0.317827 0.015 0.002 0.008
H 0.081529 -4.389061 -0.655614 -0.003 -0.006 -0.017
H -0.342405 -2.984346 -3.852656 0.009 0.029 0.020
H 1.111938 -2.444642 -2.986083 0.034 -0.025 0.001
H -0.014921 -1.251695 -3.628511 0.016 0.001 -0.006
O 2.827318 -3.252224 -0.653641 -0.053 -0.178 0.005
P 3.958188 -2.516884 -1.255589 0.061 0.191 -0.013
C 3.483333 -1.103969 -2.275787 0.029 0.018 -0.068
C 2.688969 -0.145968 -1.640785 0.056 -0.022 -0.016
C 2.214131 0.947556 -2.350332 -0.013 0.025 0.012
C 2.552846 1.096867 -3.688749 0.018 -0.024 -0.011
C 3.367999 0.164164 -4.317464 0.017 -0.019 0.002
C 3.834028 -0.939015 -3.613499 -0.078 0.028 0.003
C 5.064569 -1.770935 -0.039834 -0.030 -0.039 -0.003
C 4.596254 -1.727052 1.267283 0.010 0.015 0.033
C 5.290609 -0.997668 2.227037 -0.015 -0.024 0.015
C 6.463557 -0.347792 1.885005 0.018 0.007 -0.018
C 6.938012 -0.391542 0.575746 -0.029 -0.016 -0.021
C 6.225933 -1.081779 -0.390166 0.065 0.046 0.016
C 4.931409 -3.604525 -2.349350 -0.029 0.013 -0.005
C 6.293483 -3.848943 -2.231076 0.060 -0.012 0.001
C 6.925593 -4.743322 -3.088901 -0.011 0.024 0.031
C 6.197046 -5.400703 -4.067321 -0.018 -0.011 -0.015
C 4.829930 -5.174501 -4.181715 0.007 0.014 0.015
C 4.200471 -4.286317 -3.324617 0.006 -0.021 -0.022
H 2.452134 -0.248362 -0.585734 -0.038 0.002 0.019
H 1.569005 1.652696 -1.838443 0.010 -0.015 -0.003
H 2.175999 1.945348 -4.248457 -0.001 0.000 0.006
H 3.631962 0.287124 -5.361816 -0.002 -0.006 0.003
H 4.453824 -1.672114 -4.114373 0.016 -0.020 -0.008
H 3.649627 -2.192941 1.504994 -0.001 0.008 0.004
H 4.869854 -0.895085 3.218292 -0.014 0.005 -0.013
H 6.994654 0.233234 2.629782 0.005 -0.002 0.000
H 7.839285 0.144867 0.303730 0.007 0.005 0.001
H 6.555993 -1.057940 -1.423724 -0.011 0.019 0.012
H 6.865367 -3.349063 -1.459082 -0.012 -0.028 -0.019
H 7.988211 -4.928111 -2.986056 0.000 0.001 0.002
H 6.689956 -6.096811 -4.735635 -0.001 -0.002 -0.001
H 4.252257 -5.695247 -4.935317 0.002 -0.002 -0.003
H 3.130870 -4.122038 -3.397213 0.000 0.011 0.010

***

90
Properties=species:S:1:pos:R:3:forces:R:3 method="wB97M-V/def2-TZVPD" largest_force_ev_per_a=2.65 s2=0.77 total_charge=+1 de_lowest_kcal_mol=9.5 homo_lumo_gap_ev="6.09 / 6.40" spin_multiplicity=2 homo_energy_ev="-10.355 / -10.476" lumo_energy_ev="-4.2681 / -4.0737"
Re -0.377283 0.127678 0.111202 2.393 1.111 0.231
C -4.363793 0.425054 -0.512510 0.277 0.229 0.130
As -2.803548 -0.590282 0.039527 -0.537 -0.936 0.271
C -3.006248 -2.111240 -1.166992 0.043 0.106 -0.096
C -3.290231 -1.433214 1.704894 -0.059 0.118 -0.017
C -4.577340 -1.368855 2.220040 -0.016 0.022 -0.126
C -4.884115 -2.038261 3.395988 -0.005 0.019 0.026
C -3.913529 -2.795280 4.032847 0.000 0.004 0.028
C -2.627376 -2.855170 3.514314 0.013 -0.065 -0.037
C -2.301655 -2.153776 2.361806 0.202 0.014 0.091
As -0.464792 -2.017519 1.721068 -0.730 0.013 -0.035
C -0.165224 -3.856339 1.129828 0.165 0.239 -0.165
C 0.568853 -1.987131 3.370599 -0.009 0.320 -0.096
H -5.180701 -0.287123 -0.612695 0.009 -0.029 0.045
H -4.165773 0.881320 -1.479502 -0.008 -0.075 0.058
H -4.615163 1.196639 0.210531 0.033 -0.009 0.063
H -3.937077 -2.619634 -0.920456 -0.004 0.010 0.051
H -2.173431 -2.802730 -1.054907 0.017 0.025 0.023
H -3.040870 -1.757596 -2.196894 0.011 0.004 0.052
H -5.341034 -0.789229 1.716502 -0.021 -0.013 0.041
H -5.877496 -1.961264 3.817162 -0.010 -0.030 -0.024
H -4.150267 -3.322194 4.947658 -0.007 -0.025 -0.020
H -1.878221 -3.450516 4.022176 0.003 0.025 0.048
H -0.293677 -4.512341 1.989856 -0.032 0.040 0.029
H 0.848781 -3.955939 0.746642 -0.028 0.030 -0.004
H -0.875799 -4.137612 0.355670 -0.025 0.048 0.015
H -0.103917 -2.142023 4.210133 -0.041 0.002 -0.022
H 1.059030 -1.023229 3.487844 0.048 -0.007 -0.056
H 1.320212 -2.769543 3.337164 0.010 -0.020 -0.052
C 1.011345 3.403105 -2.666836 -0.136 -0.173 -0.025
C 2.108322 2.780660 -1.856644 0.120 -0.127 -0.016
C 3.369742 3.417002 -1.846584 0.069 0.004 0.021
C 4.426304 2.844456 -1.205444 -0.104 0.063 -0.086
C 4.247460 1.604363 -0.561727 -0.159 -0.027 0.057
C 5.286659 0.869382 0.053253 0.168 -0.113 0.035
Br 7.043788 1.572163 0.122827 -0.103 -0.065 -0.003
C 5.051338 -0.369077 0.575383 0.276 0.161 -0.021
C 3.755045 -0.888197 0.565376 -0.853 0.048 -0.151
Br 3.463128 -2.628824 1.231721 0.134 -0.020 0.068
C 2.668759 -0.187039 0.063799 0.989 0.128 0.243
O 1.451160 -0.700883 0.113596 -1.338 0.171 -0.567
C 2.935446 1.069546 -0.563927 0.113 -0.187 0.097
N 1.896225 1.659142 -1.194713 -0.222 0.073 -0.154
H 1.415178 4.198952 -3.288478 -0.041 0.017 -0.044
H 0.250337 3.834271 -2.016181 0.116 -0.154 -0.446
H 0.533834 2.662834 -3.304978 -0.018 -0.068 -0.056
H 3.485553 4.355434 -2.371106 0.022 -0.006 -0.015
H 5.399858 3.313842 -1.213269 0.010 -0.008 0.029
H 5.856198 -0.954274 0.996448 -0.004 0.020 0.022
C -2.223071 4.628298 -1.147477 0.071 -0.397 -0.097
Si -1.388318 3.284075 -0.111249 -0.315 0.489 0.398
C 0.291696 4.025291 0.315611 -0.196 -0.079 0.357
C -2.537655 3.052365 1.377462 0.280 0.040 -0.274
N -1.184126 1.658686 -0.879440 0.123 -0.036 0.825
C -1.597106 1.276581 -2.160675 0.117 -0.258 -0.545
C -1.017617 0.112938 -2.693926 -0.088 0.361 0.343
C -1.380528 -0.386126 -3.932364 0.059 -0.190 -0.119
C -2.317483 0.286469 -4.702227 0.072 -0.070 0.084
C -2.893979 1.445351 -4.197962 0.004 -0.027 -0.030
C -2.559261 1.925905 -2.942261 0.125 0.063 0.023
H -2.078135 5.559172 -0.592492 0.044 -0.026 0.053
H -3.299732 4.482728 -1.244212 -0.013 0.000 -0.035
H -1.796468 4.770294 -2.140958 -0.020 0.033 -0.012
H 0.174997 4.660135 1.197859 -0.051 -0.016 0.046
H 0.670066 4.656533 -0.490719 -0.096 0.043 0.326
H 1.038571 3.270787 0.543415 0.022 0.024 0.092
H -2.211103 3.667234 2.219675 0.003 0.017 0.008
H -2.576611 2.024173 1.733445 -0.085 0.117 -0.012
H -3.546961 3.376097 1.115205 0.003 0.027 -0.055
H -0.192007 -0.365670 -2.152216 0.253 -0.125 -0.004
H -0.898788 -1.280389 -4.306500 -0.033 -0.005 -0.019
H -2.585399 -0.087057 -5.680662 0.001 0.034 -0.007
H -3.618683 1.987694 -4.791555 -0.027 -0.020 0.022
H -3.054308 2.808615 -2.575564 0.001 0.106 0.067
O -1.372696 0.606257 2.664002 0.527 0.067 0.135
C -0.309102 1.244436 2.790210 -0.834 -0.052 0.676
O 0.577564 1.285525 1.877917 -0.824 -1.087 -1.565
C -0.092086 2.060512 4.024359 0.113 0.084 -0.098
C 0.952533 2.978331 4.080675 -0.050 -0.093 0.015
C 1.055891 3.841294 5.156867 0.057 0.158 0.136
C 0.119454 3.757602 6.174594 -0.019 -0.312 -0.426
C -0.900190 2.819823 6.154774 -0.040 0.091 0.193
C -1.009967 1.974129 5.066833 0.061 -0.010 -0.086
N 0.198653 4.704215 7.297367 0.084 0.168 0.264
O 0.997098 5.614952 7.202899 -0.103 -0.128 0.008
O -0.538811 4.513075 8.243095 0.063 0.022 -0.133
H 1.669621 3.019082 3.272863 -0.008 0.040 -0.025
H 1.839513 4.582384 5.210882 -0.001 0.003 0.025
H -1.602438 2.778077 6.974247 0.011 0.014 0.009
H -1.812621 1.252771 5.003697 -0.018 0.024 -0.003